No. 1
A structure of composition C35H32BrCl2F6N2O7P3Sr, computed with wB97M-V/def2-TZVPD.

Element x y z (Å)
Sr 1.677 1.614 0.073
F 2.527 -1.207 -7.828
C 2.023 -1.245 -6.588
C 1.620 -2.432 -6.044
F 1.689 -3.549 -6.781
C 1.118 -2.468 -4.750
F 0.702 -3.677 -4.341
C 1.001 -1.339 -3.961
P 0.589 -1.262 -2.104
C -1.233 -1.136 -2.286
C -2.001 -2.084 -2.960
C -3.363 -1.886 -3.141
C -3.966 -0.722 -2.670
C -3.207 0.229 -2.004
C -1.850 0.018 -1.801
C 0.941 -2.980 -1.606
C 2.256 -3.422 -1.769
C 2.622 -4.708 -1.399
C 1.678 -5.555 -0.826
C 0.381 -5.103 -0.621
C 0.009 -3.819 -1.011
C 1.360 -0.138 -4.577
Br 1.073 1.525 -3.757
C 1.876 -0.088 -5.857
F 2.241 1.064 -6.431
H -1.536 -2.991 -3.336
H -3.954 -2.637 -3.653
H -5.028 -0.562 -2.819
H -3.666 1.142 -1.638
H -1.283 0.749 -1.249
H 3.000 -2.755 -2.196
H 3.643 -5.042 -1.541
H 1.959 -6.558 -0.525
H -0.348 -5.741 -0.135
H -1.006 -3.471 -0.842
C 0.948 2.675 4.319
C 0.730 1.172 4.102
C -0.719 0.756 4.133
C -1.264 0.188 5.271
C -2.585 -0.254 5.293
C -3.349 -0.134 4.147
C -2.840 0.456 2.988
C -3.710 0.466 1.747
C -4.867 1.468 1.809
C -1.529 0.932 2.998
N -0.958 1.549 1.846
C -1.523 2.638 1.480
C -1.225 3.383 0.280
C -1.787 4.616 -0.053
C -1.243 4.966 -1.302
C -0.399 3.904 -1.637
N -0.401 2.923 -0.705
H 2.015 2.914 4.344
H 0.498 3.002 5.261
H 0.499 3.256 3.511
H 1.268 0.609 4.869
H 1.129 0.878 3.137
H -0.630 0.057 6.145
H -2.996 -0.718 6.182
H -4.363 -0.528 4.128
H -4.114 -0.542 1.618
H -3.096 0.669 0.871
H -5.510 1.269 2.672
H -5.485 1.415 0.906
H -4.498 2.493 1.901
H -2.284 3.102 2.120
H -2.476 5.187 0.559
H -1.422 5.865 -1.879
H 0.193 3.807 -2.541
O 2.328 3.511 1.159
P 3.504 3.722 0.064
O 3.976 5.078 -0.119
O 2.986 2.934 -1.242
O 4.646 2.701 0.622
P 4.266 1.101 0.910
O 3.654 0.695 -0.484
O 5.435 0.376 1.388
O 3.045 1.248 1.872
H 2.689 2.571 1.582
H 3.404 1.882 -0.958
F -0.020 -0.978 0.324
C -0.690 -1.796 1.463
F -1.924 -2.157 0.733
H -0.108 -2.723 1.271
Cl 2.765 -2.241 1.235
C 3.495 -1.928 2.818
Cl 3.694 -3.440 3.793
H 2.835 -1.267 3.363
H 4.468 -1.490 2.663

Its spin multiplicity is 1. The value obtained for the energy relative to the best compared isomer or geometry (same formula, charge and spin) is 4.203 eV. As for the total charge: -2. The value obtained for the largest force on an atom is 9.97 eV/Å. Its orbital gap is 5.5614 eV.

The net atomic charges from Löwdin, expressed in e, are:
1 Sr 1.504
2 F 0.110
3 C -0.153
4 C -0.145
5 F 0.107
6 C -0.211
7 F 0.089
8 C -0.273
9 P 1.111
10 C -0.353
11 C -0.095
12 C -0.094
13 C -0.097
14 C -0.075
15 C -0.093
16 C -0.395
17 C -0.155
18 C -0.107
19 C -0.101
20 C -0.077
21 C -0.102
22 C -0.581
23 Br 0.931
24 C -0.276
25 F 0.064
26 H 0.099
27 H 0.091
28 H 0.091
29 H 0.106
30 H 0.067
31 H 0.112
32 H 0.097
33 H 0.091
34 H 0.101
35 H 0.093
36 C -0.083
37 C -0.202
38 C -0.180
39 C -0.060
40 C -0.106
41 C -0.063
42 C -0.178
43 C -0.203
44 C -0.100
45 C -0.198
46 N 0.108
47 C -0.121
48 C -0.363
49 C -0.090
50 C -0.125
51 C -0.238
52 N -0.076
53 H 0.070
54 H 0.068
55 H 0.063
56 H 0.107
57 H 0.070
58 H 0.101
59 H 0.084
60 H 0.104
61 H 0.111
62 H 0.083
63 H 0.060
64 H 0.062
65 H 0.058
66 H 0.127
67 H 0.085
68 H 0.070
69 H 0.038
70 O -0.323
71 P 0.273
72 O -0.235
73 O -0.391
74 O -0.250
75 P 0.156
76 O -0.444
77 O -0.257
78 O -0.450
79 H -0.029
80 H -0.026
81 F -0.371
82 C -0.103
83 F -0.230
84 H -0.025
85 Cl 0.636
86 C -0.953
87 Cl 0.442
88 H 0.015
89 H 0.001



No. 2
A structure of composition C34H21AlCl5N3O2, computed with wB97M-V/def2-TZVPD.

Element x y z (Å)
Al -0.186 -0.390 -0.943
C -2.541 0.776 0.805
O -1.235 0.939 0.299
C -0.642 2.161 0.479
C -1.218 3.283 1.046
C -0.471 4.450 1.163
C 0.840 4.500 0.720
C 1.433 3.374 0.182
C 0.697 2.200 0.067
N 1.195 0.993 -0.385
N 2.482 0.962 -0.467
C 3.140 -0.177 -0.642
C 2.492 -1.445 -0.595
O 1.214 -1.521 -0.634
C 3.287 -2.611 -0.412
C 4.640 -2.527 -0.346
C 5.323 -1.289 -0.509
C 6.726 -1.212 -0.524
C 7.361 -0.011 -0.723
C 6.615 1.156 -0.904
C 5.241 1.113 -0.873
C 4.576 -0.103 -0.676
H -2.562 0.903 1.893
H -2.849 -0.232 0.541
H -3.224 1.486 0.340
H -2.234 3.273 1.407
H -0.919 5.326 1.606
H 1.409 5.413 0.811
H 2.459 3.372 -0.147
H 2.767 -3.555 -0.322
H 5.226 -3.421 -0.186
H 7.303 -2.114 -0.380
H 8.440 0.041 -0.753
H 7.114 2.100 -1.063
H 4.649 2.004 -1.013
C -0.736 -2.462 2.927
C -1.174 -3.713 2.505
C -1.394 -3.928 1.163
C -1.230 -2.874 0.254
N -0.857 -1.663 0.689
C -0.583 -1.477 1.971
C -1.430 -2.998 -1.183
C -1.813 -4.205 -1.775
C -1.956 -4.284 -3.144
C -1.749 -3.152 -3.918
C -1.390 -1.954 -3.323
C -1.198 -1.841 -1.950
H -0.522 -2.268 3.966
H -1.328 -4.515 3.213
H -1.680 -4.911 0.819
H -0.203 -0.496 2.233
H -1.991 -5.090 -1.182
H -2.221 -5.224 -3.609
H -1.868 -3.209 -4.991
H -1.245 -1.078 -3.941
Cl 1.610 -0.424 -3.297
C 0.648 0.987 -3.418
C -0.420 1.088 -2.526
C -1.230 2.198 -2.760
Cl -2.699 2.403 -1.895
C -0.953 3.179 -3.712
Cl -1.961 4.572 -3.890
C 0.160 3.048 -4.532
Cl 0.531 4.242 -5.706
C 0.961 1.919 -4.398
Cl 2.328 1.707 -5.424

Its spin multiplicity is 1. The value obtained for the energy relative to the best compared isomer or geometry (same formula, charge and spin) is 0.731 eV. As for the total charge: 0. The value obtained for the largest force on an atom is 1.59 eV/Å. Its orbital gap is 6.6666 eV.

The net atomic charges from natural (NBO), expressed in e, are:
1 Al 1.774
2 C -0.254
3 O -0.550
4 C 0.272
5 C -0.265
6 C -0.197
7 C -0.210
8 C -0.218
9 C 0.149
10 N -0.419
11 N -0.139
12 C 0.025
13 C 0.427
14 O -0.791
15 C -0.246
16 C -0.109
17 C -0.130
18 C -0.170
19 C -0.232
20 C -0.176
21 C -0.227
22 C 0.063
23 H 0.190
24 H 0.223
25 H 0.208
26 H 0.227
27 H 0.219
28 H 0.219
29 H 0.239
30 H 0.222
31 H 0.213
32 H 0.210
33 H 0.215
34 H 0.213
35 H 0.226
36 C -0.273
37 C -0.142
38 C -0.236
39 C 0.237
40 N -0.540
41 C 0.074
42 C -0.051
43 C -0.204
44 C -0.227
45 C -0.196
46 C -0.203
47 C -0.497
48 H 0.226
49 H 0.221
50 H 0.222
51 H 0.203
52 H 0.195
53 H 0.210
54 H 0.209
55 H 0.207
56 Cl 0.073
57 C -0.091
58 C -0.459
59 C 0.013
60 Cl -0.003
61 C -0.124
62 Cl 0.039
63 C -0.089
64 Cl 0.054
65 C -0.093
66 Cl 0.044



No. 3
A cluster of 4 separate species, C26H43F7IN5O3 in total, computed with wB97M-V/def2-TZVPD.

Element x y z (Å)
C 3.766 3.864 -1.564
C 3.555 2.658 -2.674
C 3.276 1.179 -2.024
I 4.924 0.848 -0.560
C 1.773 1.034 -1.315
C 0.735 2.342 -1.327
C -0.734 2.233 -0.590
C -1.723 3.560 -0.599
F -0.974 4.827 -0.939
F -2.379 3.823 0.712
C -2.812 3.367 -1.844
F -2.315 2.232 -2.676
F -2.782 4.601 -2.712
C -4.336 3.063 -1.323
F -4.919 4.302 -0.721
F -5.250 2.637 -2.447
F -4.348 1.913 -0.356
C -1.113 0.802 0.114
C -0.122 -0.541 0.136
N -0.649 -1.749 0.855
C 0.388 -2.836 0.792
C 1.825 -2.762 0.033
N 2.309 -1.532 -0.681
C 1.321 -0.403 -0.601
H 4.877 4.245 -1.487
H 3.342 3.478 -0.517
H 3.085 4.809 -1.828
H 2.595 2.953 -3.315
H 4.512 2.703 -3.380
H 3.433 0.389 -2.904
H 0.990 3.374 -1.838
H -2.171 0.719 0.659
H 0.129 -3.855 1.355
H 2.540 -3.707 0.038
C -1.485 -2.667 -6.269
O -0.116 -2.599 -5.899
C 0.209 -1.503 -5.039
C -0.085 -1.761 -3.543
C -1.566 -1.655 -3.187
N 0.418 -3.072 -3.112
H -1.933 -1.675 -6.383
H -2.041 -3.257 -5.538
H -1.551 -3.188 -7.229
H 1.290 -1.355 -5.148
H -0.265 -0.579 -5.390
H 0.439 -0.987 -2.968
H -2.141 -2.525 -3.515
H -1.691 -1.584 -2.100
H -2.014 -0.761 -3.633
H 1.427 -3.103 -3.267
H 0.054 -3.769 -3.769
C 0.615 5.433 1.031
O 1.984 5.501 1.401
C 2.309 6.597 2.261
C 2.015 6.339 3.757
C 0.534 6.445 4.113
N 2.518 5.028 4.188
H 0.167 6.425 0.917
H 0.059 4.843 1.762
H 0.549 4.912 0.071
H 3.390 6.745 2.152
H 1.835 7.521 1.910
H 2.539 7.113 4.332
H -0.041 5.575 3.785
H 0.409 6.516 5.200
H 0.086 7.339 3.667
H 3.527 4.997 4.033
H 2.154 4.331 3.531
C -1.063 -8.167 5.401
O -1.167 -8.589 4.050
C -2.230 -7.970 3.319
C -1.884 -6.573 2.756
C -1.910 -5.468 3.810
N -0.574 -6.567 2.091
H -2.040 -7.956 5.847
H -0.414 -7.292 5.470
H -0.590 -8.972 5.972
H -2.427 -8.635 2.469
H -3.151 -7.949 3.914
H -2.647 -6.322 2.009
H -1.035 -5.491 4.466
H -1.920 -4.484 3.329
H -2.807 -5.543 4.434
H -0.592 -7.243 1.326
H 0.103 -6.968 2.748

Its SMILES is CC[C@@H](I)c1cc(C(F)(F)C(F)(F)C(F)(F)F)cc2nccnc12.COC[C@@H](C)N.COC[C@@H](C)N.COC[C@@H](C)N. Its spin multiplicity is 1. As for the total charge: 0. The value obtained for the largest force on an atom is 7.39 eV/Å. Its orbital gap is 7.0485 eV.

The net atomic charges from Löwdin, expressed in e, are:
1 C -0.202
2 C -0.337
3 C -0.656
4 I 0.738
5 C -0.094
6 C 0.064
7 C -0.049
8 C -0.154
9 F -0.045
10 F 0.011
11 C -0.088
12 F 0.017
13 F 0.021
14 C -0.121
15 F 0.045
16 F 0.027
17 F 0.030
18 C 0.079
19 C -0.145
20 N 0.051
21 C -0.043
22 C -0.039
23 N 0.036
24 C -0.134
25 H 0.078
26 H 0.059
27 H 0.084
28 H 0.107
29 H 0.119
30 H 0.102
31 H 0.100
32 H 0.113
33 H 0.096
34 H 0.119
35 C -0.109
36 O -0.194
37 C -0.192
38 C -0.427
39 C -0.060
40 N 0.046
41 H 0.090
42 H 0.073
43 H 0.087
44 H 0.119
45 H 0.118
46 H 0.102
47 H 0.066
48 H 0.059
49 H 0.077
50 H 0.071
51 H 0.074
52 C -0.105
53 O -0.198
54 C -0.197
55 C -0.432
56 C -0.075
57 N 0.033
58 H 0.099
59 H 0.078
60 H 0.051
61 H 0.119
62 H 0.117
63 H 0.133
64 H 0.064
65 H 0.077
66 H 0.078
67 H 0.071
68 H 0.072
69 C -0.108
70 O -0.195
71 C -0.197
72 C -0.430
73 C -0.073
74 N 0.033
75 H 0.090
76 H 0.073
77 H 0.088
78 H 0.121
79 H 0.118
80 H 0.136
81 H 0.065
82 H 0.072
83 H 0.080
84 H 0.076
85 H 0.075



The records above yield LUMO energy values of 3.822; -1.011; -1.709 eV, respectively.
The records above yield HOMO energy values of -1.74; -7.68; -8.76 eV, respectively.